Entry 1:
The following is a DFT calculation (the ωB97M-V functional and the def2-TZVPD basis) of 5 unconnected molecules or ions with the total composition C40H78N4O7.

## Properties
Energy   -2316.40378 hartree
SMILES   CCCCCCCCCCC1=CC(=O)c2cccc(COCCC)c2C1=O.COC[C@@H](C)N.COC[C@@H](C)N.COC[C@@H](C)N.COC[C@@H](C)N
Kohn-Sham gap   8.25 eV
Largest force on an atom   2.7 eV/A

Each line ends with the Löwdin charge.
CARTESIAN COORDINATES (ANGSTROEM)
C -2.294 3.577 -3.055  -0.11
C -3.360 2.861 -3.998  -0.25
C -4.615 2.323 -3.220  -0.23
C -5.666 3.467 -2.830  -0.17
C -5.421 3.776 -1.276  -0.22
C -6.469 3.088 -0.334  -0.21
C -6.008 3.057 1.197  -0.19
C -4.677 2.215 1.253  -0.23
C -4.217 1.798 2.713  -0.17
C -2.618 1.646 2.668  -0.14
C -2.128 0.806 1.460  -0.13
C -1.728 1.285 0.258  0.04
C -1.298 0.348 -0.911  -0.31
O -0.516 0.673 -1.772  0.09
C -1.976 -1.069 -0.893  -0.05
C -2.219 -1.800 -2.142  0.00
C -2.847 -3.116 -2.044  -0.06
C -3.196 -3.707 -0.745  -0.03
C -2.969 -3.001 0.524  -0.10
C -3.334 -3.630 1.903  -0.17
O -2.217 -3.896 2.748  -0.16
C -1.364 -4.945 2.258  -0.20
C 0.114 -4.416 2.013  -0.19
C 0.283 -3.620 0.653  -0.10
C -2.365 -1.653 0.412  -0.02
C -2.093 -0.756 1.654  -0.26
O -1.822 -1.158 2.763  0.11
H -2.561 4.661 -2.912  0.08
H -2.205 3.071 -2.061  0.04
H -1.283 3.479 -3.542  0.05
H -2.816 1.969 -4.432  0.10
H -3.590 3.532 -4.864  0.10
H -4.238 1.773 -2.318  0.10
H -5.093 1.543 -3.887  0.10
H -6.680 3.015 -2.964  0.10
H -5.460 4.350 -3.482  0.10
H -5.470 4.901 -1.159  0.11
H -4.358 3.496 -1.079  0.07
H -6.668 2.061 -0.738  0.11
H -7.436 3.674 -0.332  0.11
H -6.816 2.470 1.728  0.11
H -5.921 4.082 1.634  0.11
H -4.783 1.270 0.663  0.12
H -3.862 2.887 0.857  0.10
H -4.677 0.809 2.969  0.11
H -4.494 2.555 3.494  0.11
H -2.130 2.660 2.735  0.11
H -2.352 1.130 3.636  0.11
H -1.744 2.396 0.107  0.12
H -1.963 -1.374 -3.136  0.11
H -3.039 -3.640 -3.015  0.10
H -3.641 -4.734 -0.790  0.11
H -3.962 -4.556 1.836  0.13
H -3.958 -2.861 2.446  0.14
H -1.265 -5.685 3.109  0.12
H -1.754 -5.487 1.356  0.12
H 0.380 -3.692 2.834  0.09
H 0.842 -5.277 1.979  0.11
H -0.477 -3.937 -0.103  0.06
H 0.261 -2.521 0.885  0.06
H 1.293 -3.810 0.187  0.07
C 4.220 -2.656 2.369  -0.06
C 3.120 -1.606 2.490  -0.42
C 3.647 -0.167 2.622  -0.21
O 4.164 0.158 3.905  -0.20
C 5.488 -0.288 4.140  -0.10
N 2.242 -1.968 3.610  0.05
H 4.691 -2.882 3.327  0.07
H 3.805 -3.594 1.993  0.07
H 4.998 -2.334 1.672  0.08
H 2.531 -1.648 1.568  0.12
H 2.803 0.513 2.467  0.11
H 4.382 0.067 1.842  0.12
H 6.101 -0.250 3.235  0.09
H 5.479 -1.300 4.552  0.07
H 5.936 0.366 4.890  0.09
H 1.449 -1.330 3.623  0.08
H 2.740 -1.751 4.472  0.07
C 2.802 -9.015 -2.289  -0.07
C 1.704 -7.962 -2.164  -0.43
C 2.236 -6.527 -2.003  -0.21
O 2.742 -6.226 -0.711  -0.21
C 4.060 -6.686 -0.469  -0.10
N 0.813 -8.334 -1.058  0.04
H 3.262 -9.256 -1.329  0.06
H 2.389 -9.946 -2.682  0.08
H 3.588 -8.685 -2.973  0.08
H 1.125 -7.990 -3.093  0.13
H 1.399 -5.838 -2.155  0.12
H 2.981 -6.285 -2.772  0.12
H 4.684 -6.637 -1.366  0.09
H 4.041 -7.703 -0.073  0.08
H 4.504 -6.046 0.296  0.08
H 0.023 -7.692 -1.046  0.07
H 1.304 -8.128 -0.190  0.07
C 1.550 3.120 -4.883  -0.07
C 2.136 4.447 -4.408  -0.43
C 3.620 4.362 -4.009  -0.21
O 3.857 3.748 -2.751  -0.20
C 3.834 2.330 -2.767  -0.10
N 1.312 4.964 -3.311  0.05
H 1.325 2.442 -4.058  0.06
H 0.611 3.291 -5.414  0.07
H 2.231 2.610 -5.569  0.08
H 2.066 5.147 -5.247  0.13
H 4.002 5.382 -3.911  0.12
H 4.220 3.878 -4.791  0.12
H 4.236 1.924 -3.700  0.09
H 2.819 1.965 -2.599  0.07
H 4.451 1.975 -1.940  0.09
H 1.640 5.896 -3.067  0.07
H 1.529 4.409 -2.483  0.06
C 2.022 4.889 1.054  -0.07
C 1.963 3.726 2.041  -0.43
C 1.085 4.005 3.275  -0.21
O 1.678 4.861 4.240  -0.19
C 1.596 6.242 3.936  -0.11
N 3.331 3.357 2.423  0.06
H 2.685 5.688 1.387  0.07
H 2.404 4.545 0.089  0.07
H 1.029 5.315 0.885  0.08
H 1.516 2.877 1.512  0.13
H 0.919 3.055 3.792  0.12
H 0.094 4.380 2.987  0.11
H 0.664 6.496 3.423  0.09
H 2.456 6.550 3.337  0.07
H 1.637 6.796 4.875  0.09
H 3.293 2.516 2.995  0.04
H 3.670 4.071 3.067  0.07


Entry 2:
The following is a DFT calculation (the ωB97M-V functional and the def2-TZVPD basis) of 10 unconnected molecules or ions with the total composition C40H80O10.

## Properties
Energy   -2324.32690 hartree
SMILES   C1CCOC1.C1CCOC1.C1CCOC1.C1CCOC1.C1CCOC1.C1CCOC1.C1CCOC1.C1CCOC1.C1CCOC1.C1CCOC1
Kohn-Sham gap   9.85 eV
Largest force on an atom   1.7 eV/A

Each line ends with the Löwdin charge.
CARTESIAN COORDINATES (ANGSTROEM)
C -0.057 4.162 0.517  -0.15
C -0.667 5.493 1.016  -0.16
C 0.367 5.921 2.024  -0.22
O 1.630 5.542 1.482  -0.14
C 1.462 4.366 0.680  -0.19
H -0.339 3.910 -0.504  0.10
H -0.372 3.351 1.179  0.09
H -1.627 5.314 1.506  0.11
H -0.797 6.208 0.206  0.11
H 0.183 5.433 2.984  0.11
H 0.417 6.992 2.234  0.12
H 1.909 3.532 1.239  0.11
H 2.041 4.510 -0.229  0.10
C 1.244 1.009 -5.309  -0.13
C 0.383 1.979 -4.473  -0.15
C 0.502 1.399 -3.067  -0.20
O 1.801 0.815 -3.014  -0.17
C 2.263 0.442 -4.286  -0.21
H 1.704 1.532 -6.146  0.11
H 0.631 0.203 -5.717  0.10
H -0.642 2.023 -4.846  0.10
H 0.774 2.999 -4.488  0.11
H -0.303 0.682 -2.832  0.11
H 0.467 2.129 -2.253  0.11
H 2.313 -0.647 -4.365  0.10
H 3.262 0.852 -4.465  0.11
C 5.453 1.958 -2.516  -0.16
C 5.993 2.132 -1.116  -0.16
C 4.741 2.479 -0.326  -0.20
O 3.966 3.282 -1.203  -0.15
C 4.297 2.965 -2.555  -0.18
H 5.073 0.951 -2.706  0.09
H 6.167 2.164 -3.316  0.11
H 6.717 2.946 -1.044  0.12
H 6.480 1.254 -0.685  0.10
H 4.963 3.075 0.559  0.12
H 4.159 1.594 -0.039  0.11
H 4.575 3.920 -3.011  0.12
H 3.450 2.535 -3.084  0.09
C -4.137 -0.925 0.507  -0.17
C -4.084 -1.515 1.902  -0.18
C -5.549 -1.449 2.349  -0.20
O -6.320 -1.622 1.172  -0.12
C -5.508 -1.401 0.025  -0.20
H -3.307 -1.279 -0.099  0.09
H -4.091 0.167 0.577  0.12
H -3.404 -1.005 2.586  0.08
H -3.746 -2.556 1.847  0.12
H -5.787 -0.499 2.841  0.12
H -5.766 -2.256 3.055  0.11
H -5.941 -0.654 -0.639  0.11
H -5.354 -2.323 -0.542  0.12
C -0.576 1.755 4.997  -0.17
C -0.719 2.364 6.390  -0.16
C -1.756 3.478 6.194  -0.19
O -2.332 3.277 4.898  -0.14
C -1.966 1.986 4.436  -0.22
H -0.305 0.697 4.957  0.10
H 0.192 2.281 4.424  0.11
H 0.204 2.746 6.824  0.11
H -1.115 1.639 7.104  0.10
H -1.347 4.486 6.224  0.12
H -2.547 3.389 6.945  0.11
H -2.029 2.002 3.346  0.11
H -2.656 1.207 4.804  0.12
C 0.407 -3.757 -2.419  -0.15
C -0.160 -4.901 -3.259  -0.14
C -0.362 -4.244 -4.644  -0.19
O -0.187 -2.833 -4.486  -0.15
C 0.768 -2.694 -3.473  -0.23
H 1.285 -4.001 -1.822  0.11
H -0.338 -3.331 -1.741  0.10
H -1.107 -5.289 -2.884  0.10
H 0.527 -5.743 -3.341  0.11
H -1.328 -4.424 -5.113  0.11
H 0.396 -4.617 -5.353  0.12
H 0.742 -1.687 -3.052  0.10
H 1.770 -2.854 -3.895  0.11
C -1.899 -1.599 6.744  -0.18
C -1.801 -2.158 5.335  -0.17
C -2.523 -3.517 5.482  -0.20
O -2.568 -3.823 6.865  -0.14
C -1.776 -2.868 7.591  -0.19
H -2.833 -1.105 7.010  0.12
H -1.092 -0.902 6.999  0.10
H -0.788 -2.309 4.956  0.11
H -2.252 -1.439 4.643  0.08
H -2.008 -4.287 4.907  0.11
H -3.550 -3.431 5.116  0.11
H -0.739 -3.224 7.659  0.12
H -2.192 -2.778 8.593  0.12
C 5.988 -2.576 -2.173  -0.15
C 5.631 -2.033 -0.778  -0.14
C 4.088 -1.952 -0.807  -0.19
O 3.669 -2.506 -2.050  -0.14
C 4.715 -2.251 -2.958  -0.22
H 6.101 -3.659 -2.098  0.11
H 6.873 -2.143 -2.636  0.11
H 6.029 -1.018 -0.669  0.09
H 6.049 -2.597 0.053  0.11
H 3.755 -0.913 -0.687  0.10
H 3.615 -2.477 0.025  0.12
H 4.702 -1.211 -3.319  0.10
H 4.592 -2.902 -3.827  0.12
C -0.523 -0.271 0.264  -0.14
C -0.604 -0.475 1.786  -0.15
C 0.838 -0.272 2.248  -0.22
O 1.641 -0.724 1.184  -0.14
C 0.995 -0.394 -0.057  -0.17
H -0.858 0.712 -0.058  0.10
H -1.054 -1.079 -0.233  0.08
H -0.825 -1.530 1.956  0.11
H -1.312 0.166 2.304  0.08
H 1.051 -0.853 3.148  0.12
H 1.075 0.779 2.480  0.11
H 1.194 -1.215 -0.745  0.10
H 1.396 0.538 -0.467  0.10
C -4.221 -0.198 -5.003  -0.16
C -2.855 -0.348 -4.326  -0.18
C -3.106 -1.553 -3.439  -0.21
O -4.452 -1.432 -2.999  -0.15
C -5.137 -0.487 -3.824  -0.20
H -4.254 -1.018 -5.729  0.12
H -4.370 0.767 -5.469  0.11
H -2.681 0.542 -3.702  0.11
H -1.993 -0.471 -4.979  0.11
H -2.393 -1.637 -2.619  0.11
H -3.047 -2.476 -4.032  0.12
H -5.228 0.433 -3.226  0.12
H -6.122 -0.845 -4.113  0.12


Entry 3:
The following is a DFT calculation (the ωB97M-V functional and the def2-TZVPD basis) of 10 unconnected molecules or ions with the total composition C40H80O10.

## Properties
Energy   -2324.25086 hartree
SMILES   C1CCOC1.C1CCOC1.C1CCOC1.C1CCOC1.C1CCOC1.C1CCOC1.C1CCOC1.C1CCOC1.C1CCOC1.C1CCOC1
Kohn-Sham gap   9.59 eV
Largest force on an atom   2.6 eV/A

Each line ends with the Löwdin charge.
CARTESIAN COORDINATES (ANGSTROEM)
C -3.031 0.007 -4.152  -0.17
C -4.294 0.523 -4.811  -0.17
C -3.813 1.900 -5.257  -0.23
O -2.576 1.608 -5.853  -0.14
C -1.904 0.696 -4.971  -0.17
H -2.951 -1.072 -4.275  0.11
H -3.002 0.350 -3.118  0.09
H -5.167 0.478 -4.161  0.11
H -4.512 -0.012 -5.739  0.12
H -3.654 2.536 -4.364  0.11
H -4.522 2.506 -5.821  0.12
H -1.265 1.324 -4.344  0.11
H -1.357 -0.026 -5.574  0.12
C -3.444 3.035 -1.020  -0.16
C -3.679 3.981 0.130  -0.18
C -4.969 3.493 0.770  -0.18
O -5.015 2.095 0.443  -0.13
C -4.535 1.925 -0.881  -0.19
H -2.433 2.633 -1.015  0.07
H -3.542 3.630 -1.932  0.10
H -3.672 5.037 -0.146  0.11
H -2.858 3.935 0.853  0.09
H -5.876 3.890 0.301  0.12
H -5.057 3.661 1.840  0.12
H -5.215 1.911 -1.740  0.11
H -4.051 0.950 -0.971  0.10
C 5.824 2.391 -1.769  -0.15
C 4.610 3.289 -1.672  -0.19
C 3.950 2.928 -0.363  -0.20
O 4.206 1.539 -0.261  -0.17
C 5.473 1.192 -0.862  -0.16
H 6.622 2.963 -1.288  0.11
H 6.095 2.161 -2.796  0.11
H 3.912 3.080 -2.493  0.11
H 4.746 4.371 -1.756  0.12
H 2.882 3.117 -0.421  0.10
H 4.467 3.441 0.459  0.13
H 5.203 0.236 -1.307  0.09
H 6.295 1.070 -0.153  0.12
C 3.922 -1.869 -2.642  -0.16
C 4.282 -2.978 -1.653  -0.14
C 3.306 -4.111 -1.976  -0.18
O 2.197 -3.503 -2.665  -0.16
C 2.753 -2.420 -3.430  -0.20
H 4.738 -1.630 -3.329  0.11
H 3.654 -0.873 -2.273  0.09
H 4.276 -2.640 -0.614  0.09
H 5.330 -3.289 -1.692  0.11
H 2.959 -4.557 -1.046  0.11
H 3.690 -4.879 -2.647  0.12
H 1.906 -1.838 -3.777  0.10
H 3.151 -2.930 -4.324  0.12
C 1.507 1.783 6.069  -0.15
C 1.867 2.360 4.680  -0.13
C 1.243 1.313 3.694  -0.19
O 0.775 0.198 4.449  -0.16
C 1.363 0.306 5.743  -0.22
H 0.582 2.157 6.499  0.11
H 2.339 1.862 6.768  0.11
H 2.937 2.360 4.487  0.11
H 1.440 3.348 4.526  0.10
H 1.977 0.999 2.949  0.09
H 0.355 1.742 3.225  0.11
H 2.320 -0.241 5.695  0.12
H 0.852 -0.365 6.440  0.12
C -3.886 -4.445 -0.509  -0.16
C -4.556 -3.512 -1.514  -0.16
C -5.491 -4.440 -2.329  -0.16
O -5.891 -5.357 -1.274  -0.14
C -4.724 -5.730 -0.609  -0.24
H -3.892 -4.009 0.489  0.10
H -2.838 -4.620 -0.762  0.10
H -3.840 -3.082 -2.219  0.09
H -5.212 -2.786 -1.039  0.11
H -4.951 -4.952 -3.131  0.12
H -6.415 -4.035 -2.728  0.12
H -4.117 -6.571 -0.964  0.12
H -5.020 -6.033 0.400  0.12
C 2.262 -2.374 1.383  -0.13
C 2.771 -0.970 0.985  -0.16
C 3.987 -0.759 1.853  -0.20
O 4.045 -1.765 2.867  -0.13
C 3.212 -2.868 2.492  -0.17
H 2.237 -3.034 0.516  0.09
H 1.261 -2.312 1.805  0.08
H 1.952 -0.321 1.294  0.08
H 2.948 -0.935 -0.082  0.07
H 4.125 0.259 2.216  0.11
H 4.901 -0.968 1.271  0.11
H 2.658 -3.132 3.393  0.11
H 3.809 -3.707 2.122  0.11
C 0.376 -0.683 -1.631  -0.14
C 0.274 0.803 -1.285  -0.15
C -0.454 0.802 0.043  -0.18
O -1.389 -0.284 -0.097  -0.15
C -0.894 -1.282 -1.014  -0.16
H 1.214 -1.202 -1.172  0.08
H 0.476 -0.817 -2.706  0.10
H -0.119 1.457 -2.063  0.10
H 1.328 1.112 -1.235  0.10
H -1.036 1.709 0.221  0.09
H 0.121 0.645 0.959  0.10
H -1.702 -1.428 -1.732  0.10
H -0.696 -2.200 -0.461  0.11
C -0.910 -3.357 3.021  -0.16
C -2.138 -4.168 3.410  -0.18
C -1.854 -4.504 4.864  -0.22
O -0.935 -3.528 5.330  -0.15
C -0.668 -2.542 4.305  -0.17
H -1.108 -2.656 2.203  0.10
H -0.109 -4.007 2.672  0.11
H -2.298 -5.130 2.919  0.11
H -3.070 -3.600 3.382  0.11
H -1.351 -5.473 4.939  0.12
H -2.762 -4.464 5.470  0.12
H 0.353 -2.179 4.391  0.09
H -1.329 -1.695 4.490  0.12
C -0.240 5.433 0.850  -0.15
C -0.082 4.954 -0.630  -0.14
C 1.347 5.364 -0.926  -0.21
O 2.046 5.524 0.310  -0.14
C 1.161 5.184 1.362  -0.22
H -0.987 4.899 1.436  0.09
H -0.498 6.492 0.872  0.12
H -0.822 5.396 -1.293  0.11
H -0.177 3.866 -0.664  0.09
H 1.428 6.362 -1.372  0.12
H 1.792 4.662 -1.639  0.10
H 1.453 5.781 2.230  0.12
H 1.313 4.132 1.650  0.11


> Which value of energy does entry 3 give?

-2324.25086 hartree


> The highest energy belongs to which entry?

C40H78N4O7